[1]
{
  "formula": "C19H10AgBrF7P",
  "method": "ωB97M-V/def2-TZVPD",
  "species": ["Ag", "F", "C", "C", "F", "C", "F", "C", "P", "C", "C", "C", "C", "C", "C", "C", "C", "C", "C", "C", "C", "C", "Br", "C", "F", "H", "H", "H", "H", "H", "H", "H", "H", "H", "H", "F", "C", "F", "F"],
  "positions_angstrom": [[-2.93, 0.04, -0.60], [1.32, -0.21, 5.55], [0.93, -0.08, 4.29], [1.83, -0.32, 3.23], [3.10, -0.63, 3.59], [1.38, -0.27, 1.93], [2.34, -0.40, 0.95], [0.05, -0.02, 1.64], [-0.53, 0.07, -0.05], [0.26, -1.39, -0.74], [0.54, -1.44, -2.11], [1.19, -2.54, -2.63], [1.45, -3.67, -1.86], [1.18, -3.67, -0.50], [0.56, -2.55, 0.05], [0.23, 1.53, -0.75], [1.50, 1.54, -1.30], [2.06, 2.69, -1.84], [1.36, 3.85, -1.84], [0.03, 3.86, -1.34], [-0.54, 2.72, -0.79], [-0.89, 0.07, 2.67], [-2.76, 0.22, 2.52], [-0.43, -0.01, 3.98], [-1.33, -0.05, 4.97], [0.19, -0.65, -2.77], [1.55, -2.53, -3.68], [1.86, -4.58, -2.30], [1.32, -4.57, 0.14], [0.36, -2.57, 1.11], [2.15, 0.68, -1.25], [3.03, 2.60, -2.32], [1.78, 4.78, -2.28], [-0.64, 4.72, -1.46], [-1.57, 2.77, -0.36], [-5.60, -1.15, -1.46], [-5.06, 0.01, -0.99], [-5.60, 0.19, 0.31], [-5.69, 0.97, -1.71]],
  "relative_energy_ev": 0.000,
  "molar_mass_g_mol": 590.0,
  "e_tot_ha": -4491.3735
}

[2]
{
  "formula": "C19H10Cl4NO6S",
  "method": "ωB97M-V/def2-TZVPD",
  "species": ["Cl", "C", "C", "Cl", "C", "O", "C", "Cl", "C", "Cl", "C", "O", "C", "C", "C", "C", "S", "C", "C", "C", "C", "C", "N", "O", "O", "C", "C", "O", "O", "C", "C", "H", "H", "H", "H", "H", "H", "H", "H", "H", "H"],
  "positions_angstrom": [[4.72, -0.44, -2.88], [3.23, 0.44, -2.88], [3.24, 1.79, -2.86], [4.72, 2.66, -2.87], [2.01, 2.55, -2.85], [2.01, 3.77, -2.81], [0.77, 1.80, -2.87], [-0.71, 2.67, -2.86], [0.77, 0.44, -2.89], [-0.72, -0.43, -2.94], [2.00, -0.31, -2.88], [2.00, -1.53, -2.89], [-1.10, 4.67, 1.75], [-0.07, 4.14, 1.00], [0.24, 2.80, 1.11], [-0.47, 2.00, 1.98], [-0.01, 0.28, 2.16], [-1.06, -0.53, 0.96], [-1.03, -1.88, 0.77], [-1.87, -2.48, -0.21], [-1.84, -3.82, -0.43], [-1.00, -4.64, 0.31], [-0.99, -6.07, 0.07], [-0.24, -6.78, 0.76], [-1.74, -6.53, -0.80], [-0.17, -4.09, 1.28], [-0.17, -2.75, 1.52], [1.40, 0.13, 1.64], [-0.47, -0.18, 3.52], [-1.49, 2.53, 2.73], [-1.81, 3.87, 2.62], [-1.33, 5.73, 1.68], [0.50, 4.77, 0.33], [1.06, 2.37, 0.55], [-1.72, 0.08, 0.38], [-2.52, -1.85, -0.79], [-2.47, -4.28, -1.18], [0.47, -4.76, 1.84], [0.47, -2.32, 2.27], [-2.02, 1.89, 3.42], [-2.59, 4.29, 3.23]],
  "charge": -1,
  "relative_energy_ev": 0.478,
  "molar_mass_g_mol": 522.2,
  "e_tot_ha": -3475.0885
}

[3]
{
  "formula": "C19H10IrN4O2S2",
  "method": "ωB97M-V/def2-TZVPD",
  "species": ["Ir", "C", "C", "C", "C", "C", "C", "C", "C", "C", "C", "C", "C", "C", "C", "C", "N", "H", "H", "H", "H", "H", "H", "H", "H", "H", "H", "S", "C", "C", "N", "C", "S", "C", "N", "O", "N", "O"],
  "positions_angstrom": [[0.77, 1.21, 0.78], [-1.76, 4.31, -0.94], [-2.91, 3.60, -1.22], [-2.95, 2.24, -0.96], [-1.84, 1.61, -0.41], [-0.67, 2.32, -0.11], [-0.65, 3.69, -0.38], [-1.74, 0.16, -0.19], [-2.85, -0.68, -0.39], [-2.73, -2.02, -0.22], [-1.47, -2.56, 0.09], [-1.28, -3.95, 0.20], [-0.04, -4.47, 0.42], [1.06, -3.60, 0.53], [0.90, -2.25, 0.45], [-0.38, -1.68, 0.26], [-0.54, -0.31, 0.19], [-1.72, 5.38, -1.15], [-3.77, 4.10, -1.65], [-3.85, 1.68, -1.21], [0.24, 4.26, -0.16], [-3.80, -0.24, -0.66], [-3.58, -2.68, -0.35], [-2.14, -4.60, 0.08], [0.11, -5.54, 0.49], [2.05, -4.00, 0.67], [1.75, -1.60, 0.54], [2.63, 0.15, 1.95], [3.67, -0.19, 0.59], [4.89, -0.87, 0.90], [5.86, -1.42, 1.16], [3.36, 0.09, -0.70], [1.90, 0.91, -1.22], [4.25, -0.28, -1.75], [4.97, -0.56, -2.61], [1.53, 2.93, 1.70], [0.74, 2.92, 2.68], [-0.03, 1.93, 2.61]],
  "charge": -1,
  "relative_energy_ev": 0.000,
  "molar_mass_g_mol": 582.7,
  "e_tot_ha": -2000.3339
}

[4]
{
  "formula": "C19H11ClO3S",
  "method": "ωB97M-V/def2-TZVPD",
  "species": ["O", "O", "O", "Cl", "C", "C", "C", "C", "C", "C", "C", "C", "C", "C", "C", "C", "C", "C", "C", "C", "C", "C", "C", "S", "H", "H", "H", "H", "H", "H", "H", "H", "H", "H", "H"],
  "positions_angstrom": [[2.22, 2.41, -1.68], [-1.39, -1.33, -0.16], [0.10, -1.09, 1.68], [0.31, -6.09, -0.57], [1.47, 1.59, -1.19], [1.92, 0.18, -1.27], [1.26, -0.93, -0.75], [3.39, -3.87, -1.88], [2.61, -4.94, -1.48], [2.95, -2.59, -1.61], [0.94, -3.43, -0.60], [-3.72, 2.92, 2.55], [-0.03, 3.43, -0.57], [-3.57, 1.57, 2.56], [1.37, -4.72, -0.86], [1.72, -2.31, -0.96], [0.24, 2.04, -0.51], [-2.86, 3.72, 1.78], [-1.04, 3.97, 0.20], [-2.50, 0.96, 1.88], [-0.60, 1.20, 0.27], [-1.84, 3.15, 1.00], [-1.65, 1.74, 1.06], [-0.21, -0.61, 0.32], [2.78, 0.06, -1.89], [4.36, -4.06, -2.36], [2.92, -5.94, -1.79], [3.62, -1.82, -1.96], [-0.06, -3.34, -0.18], [-4.57, 3.38, 3.04], [0.64, 4.13, -1.04], [-4.27, 0.94, 3.11], [-2.94, 4.79, 1.77], [-1.19, 5.04, 0.21], [-2.37, -0.13, 1.90]],
  "smiles": "O=C1C=C(c2cccc(Cl)c2)S(=O)(=O)c2c1ccc1ccccc21",
  "relative_energy_ev": 0.053,
  "molar_mass_g_mol": 354.8,
  "e_tot_ha": -1814.6795
}